Record 1
9
Properties=species:S:1:pos:R:3:forces:R:3:nbo_charge:R:1 method="wB97M-V/def2-TZVPD" molar_mass_g_mol=112.18 total_charge=0 fmax_ev_per_a=2.61 homo_lumo_gap_ev="7.82 / 7.77" relative_energy_kcal_mol=101.8
H -0.940217 0.222096 -1.290489 -0.85 0.35 -1.72 0.35
S -0.708387 -2.034409 -0.841790 0.21 -0.78 -0.91 0.16
N 0.951544 1.173107 1.172672 -1.91 1.74 -0.36 -1.03
H 0.692832 1.699531 -1.116099 -0.19 -0.45 0.90 0.04
H -0.285606 -2.239329 0.390802 0.22 -0.30 0.56 0.12
S 1.096993 0.666798 -0.241917 1.25 -1.00 -0.93 0.74
H 1.536846 0.913964 1.917850 0.97 -0.91 0.53 0.39
N -0.841805 -0.363149 -0.502497 0.76 1.01 1.00 -0.27
O -1.502200 -0.038610 0.511468 -0.45 0.34 0.93 -0.51

Record 2
76
Properties=species:S:1:pos:R:3:forces:R:3:lowdin_spin:R:1 method="wB97M-V/def2-TZVPD" molar_mass_g_mol=680.86 s_squared=0.76 spin_multiplicity=2 total_charge=+2 fmax_ev_per_a=2.83 homo_lumo_gap_ev="7.11 / 4.66" relative_energy_kcal_mol=0.0
O -1.025731 -0.251489 -3.156881 0.10 -0.06 -0.28 0.00
H -1.795462 0.757193 1.689682 -0.10 -0.04 0.00 0.00
C 1.360510 -2.878846 1.316949 -0.05 0.03 -0.17 0.00
C 1.714290 -4.042988 0.392844 0.02 -0.03 -0.02 0.00
C -1.220403 -1.904213 1.903100 -0.19 0.03 -0.15 0.00
O -0.364990 1.954078 3.233737 0.49 0.61 -0.46 0.32
Re -0.817967 -0.331872 -1.245174 -0.94 -0.05 -0.33 0.00
N -1.652775 -1.055687 0.651015 0.15 -0.07 0.43 0.00
S 0.623018 2.014238 2.154399 -0.69 -2.74 0.11 0.32
C -1.501798 -2.950060 -0.980663 0.38 0.32 -0.25 0.00
C -3.011801 1.066747 -0.062743 0.03 0.08 -0.13 0.00
H -3.893896 0.610704 -0.513414 0.00 0.01 0.05 0.00
O 0.442339 0.934506 1.104455 0.23 1.88 1.04 0.18
H -1.359515 -1.929023 3.985085 0.02 0.02 -0.01 0.00
C 2.366333 -2.831563 2.455432 -0.09 -0.06 -0.01 0.00
H -0.191004 -3.591424 2.632398 0.00 0.02 0.03 0.00
H 2.352579 0.627335 3.043161 -0.24 -0.03 -0.06 0.01
H -0.710964 2.958513 0.510339 -0.06 0.01 -0.09 0.01
H 3.452656 -1.248670 0.097789 0.00 0.01 -0.01 0.00
C -2.455076 0.166107 1.066670 0.05 -0.15 -0.03 0.00
H -3.020193 -1.403280 -0.963869 0.12 0.09 -0.04 0.00
C 2.301470 0.198076 -0.956924 -0.12 0.05 -0.28 0.00
H -3.594099 3.512356 -1.652046 -0.02 0.00 0.02 0.00
H 2.171525 0.239223 -3.670107 0.00 0.00 -0.03 0.00
H -3.349507 1.986684 0.414844 -0.02 -0.02 0.02 0.00
C 0.072053 -0.170446 -3.960067 -0.22 -0.11 0.32 0.00
C -2.443807 -1.981620 -0.217062 -0.04 -0.04 -0.12 0.00
H 1.554242 -1.254108 -2.928291 -0.01 0.03 -0.01 0.00
C -0.375424 2.611345 -2.471221 0.01 0.03 0.02 0.00
H 2.294859 -1.928463 3.047477 -0.05 0.11 0.09 0.00
H -0.575281 -3.730333 0.961838 0.01 0.01 0.08 0.00
C -2.674683 3.506673 -2.239717 0.08 0.12 0.05 0.00
H -3.311720 -0.150529 1.670451 0.01 0.02 0.00 0.00
H 2.831218 2.742943 -1.111315 0.03 -0.01 0.03 0.00
H 2.994337 2.058514 2.157064 0.02 -0.02 -0.03 0.00
C -1.255088 3.553880 -0.210946 -0.02 0.09 -0.03 0.01
O 0.297116 -0.831631 3.474384 0.38 0.30 -0.06 0.01
H -0.767170 2.096915 -3.349095 0.00 0.00 0.03 0.00
H -0.149206 3.617172 -2.834334 0.00 0.02 -0.01 0.00
C -1.045559 -1.188560 3.241929 -0.22 -0.21 -0.12 0.00
O -1.763520 -4.090458 -1.177887 -0.09 -0.19 0.02 0.00
H 2.762721 -4.010913 0.097512 0.03 -0.01 0.01 0.00
H 0.605571 -1.744697 -0.111384 -0.09 0.23 -0.06 0.00
H 1.561533 -4.976272 0.934109 0.00 -0.01 0.02 0.00
H 1.367600 2.897177 -0.118445 0.03 0.02 -0.07 0.01
H -3.193144 -2.552187 0.336654 -0.01 0.05 -0.01 0.00
H 2.275031 0.874815 -0.114781 0.06 -0.03 -0.05 0.00
H -2.583547 1.181794 -2.046232 0.07 -0.09 0.09 0.00
C 2.251890 1.695537 2.865150 0.27 0.50 0.05 0.11
H -2.139818 -2.476811 2.067508 0.06 -0.03 0.05 0.00
C -1.554840 2.786318 -1.483380 -0.17 -0.28 -0.02 0.00
H 2.524382 -1.976954 -1.210901 -0.01 -0.01 0.04 0.00
C -0.160274 -3.036545 1.692220 0.05 -0.09 0.08 0.00
H -2.398791 4.545092 -2.419647 -0.02 0.02 -0.03 0.00
H 1.175479 -0.788307 1.125134 0.09 -0.46 -0.24 0.00
C 1.335570 -0.203564 -3.129233 0.04 0.09 0.04 0.00
H 1.570434 2.131894 -3.059167 0.02 0.06 0.03 0.00
C 1.021948 2.041904 -2.117224 0.07 -0.29 -0.08 0.00
N -2.057028 1.373161 -1.191125 -0.01 0.49 0.05 0.00
H 2.306456 2.266397 3.789201 0.00 0.03 0.02 0.00
C 1.761724 2.937308 -1.129117 0.04 0.02 -0.06 0.00
H 0.356170 -0.481869 4.372093 0.03 -0.06 -0.01 0.00
H -2.173095 3.907968 0.257685 -0.01 -0.02 0.03 0.00
C 2.495117 -1.226585 -0.422636 0.01 0.00 -0.05 0.00
H -0.658649 4.434236 -0.445096 -0.01 0.04 0.01 0.00
H -2.877794 3.041408 -3.206774 0.01 -0.02 0.01 0.00
H 3.183785 0.429683 -1.559750 0.06 0.01 0.08 0.00
H 1.088911 -4.068681 -0.499892 0.01 0.00 0.02 0.00
H -1.703009 -0.330293 3.357355 -0.06 0.04 -0.02 0.00
O -0.376324 -2.322522 -1.383792 0.11 -0.42 0.17 0.00
N 1.404593 -1.596160 0.515482 0.11 0.11 0.35 0.01
N 1.096305 0.497633 -1.823793 0.14 -0.03 0.09 0.00
H 3.378145 -2.931648 2.061303 0.01 0.03 0.01 0.00
O 0.009506 -0.068223 -5.138465 0.08 0.02 -0.16 0.00
H 1.643533 3.961549 -1.482100 0.01 0.01 0.02 0.00
H 2.198005 -3.679578 3.118245 0.02 -0.01 0.01 0.00

Record 3
11
Properties=species:S:1:pos:R:3:forces:R:3:nbo_charge:R:1 method="wB97M-V/def2-TZVPD" molar_mass_g_mol=81.10 smiles="C=Nc1cc1=[NH2+]" total_charge=+1 fmax_ev_per_a=4.67 homo_lumo_gap_ev=10.06 relative_energy_kcal_mol=35.4
H -1.752022 -1.702314 0.128225 -0.52 0.08 -0.35 0.42
C 0.151374 0.385763 -0.133906 -1.01 1.69 1.57 0.28
H 2.666695 -0.493127 1.179851 -0.20 0.12 0.79 0.20
H -0.961640 2.425920 -0.436535 -0.12 0.46 0.73 0.28
C -1.226185 0.125448 0.043095 0.19 2.79 -0.62 0.28
C -0.770913 1.472672 0.024442 0.86 -4.33 -1.54 -0.12
C 2.470286 -0.293213 0.148893 1.92 0.02 -2.66 0.09
H -3.153077 -0.808568 0.081384 -0.54 1.15 0.03 0.45
N 1.384760 0.033565 -0.382913 -1.00 0.26 -0.13 -0.39
N -2.164319 -0.783724 -0.048520 1.87 -2.05 0.60 -0.72
H 3.355037 -0.362426 -0.604017 -1.44 -0.19 1.57 0.22

Record 4
13
Properties=species:S:1:pos:R:3:forces:R:3:nbo_charge:R:1 method="wB97M-V/def2-TZVPD" molar_mass_g_mol=74.10 total_charge=-1 fmax_ev_per_a=0.63 homo_lumo_gap_ev=6.31 relative_energy_kcal_mol=9.9
H 2.280517 -1.790133 1.544151 -0.01 0.18 -0.16 0.14
C -1.423793 1.132846 -0.646165 0.11 0.09 -0.10 0.04
O 1.736794 0.106625 0.931514 -0.10 -0.54 0.17 -0.80
H -1.428503 -0.949165 -0.036777 0.16 0.20 -0.09 0.16
N -0.218024 1.567596 -0.261804 -0.16 -0.28 0.13 -0.96
H -0.119267 2.558923 -0.456972 0.03 -0.15 0.05 0.31
H 0.883438 -1.747350 0.480854 -0.06 0.04 -0.15 0.16
H -2.939110 -0.364892 -0.894828 0.04 0.20 -0.04 0.16
C 1.849609 -1.269853 0.668940 0.06 0.21 0.32 -0.24
H -2.092559 1.868831 -1.118961 -0.06 -0.06 -0.04 0.11
C -1.935749 -0.133400 -0.550812 -0.30 -0.33 0.15 -0.75
H 0.891577 0.488041 0.525588 0.37 0.47 -0.21 0.52
H 2.515069 -1.468070 -0.184729 -0.09 -0.04 -0.04 0.13

Record 5
13
Properties=species:S:1:pos:R:3:forces:R:3:nbo_charge:R:1 method="wB97M-V/def2-TZVPD" molar_mass_g_mol=103.17 total_charge=+1 fmax_ev_per_a=6.43 homo_lumo_gap_ev=6.98 relative_energy_kcal_mol=68.1
S -4.318277 -0.183006 -0.011090 0.47 0.34 -0.08 0.06
C 0.904691 -1.077992 -0.062746 0.65 -0.49 -0.12 -0.76
H -1.917271 -1.430772 0.310134 0.13 -0.18 -0.06 0.43
C -2.788616 0.377138 -0.089029 -1.66 0.07 -0.09 -0.14
C 0.011523 0.049186 0.017539 -5.99 -0.79 0.75 0.67
H 1.659670 -1.035132 0.724945 0.03 0.08 0.07 0.29
H 1.438614 -1.065883 -1.018479 -0.04 0.07 -0.04 0.30
H -2.551995 1.405970 -0.332370 0.12 0.19 -0.05 0.19
H 1.190379 1.664628 0.089889 -0.12 0.01 -0.06 0.45
H 0.374240 -2.024930 0.008617 -0.05 0.11 0.02 0.29
N 0.234144 1.310252 0.092130 0.21 -0.68 -0.10 -0.67
N -1.777547 -0.440038 0.169822 6.29 1.27 -0.26 -0.57
H -0.516631 1.985010 0.181000 -0.04 -0.01 0.02 0.46

Record 6
10
Properties=species:S:1:pos:R:3:forces:R:3:nbo_charge:R:1 method="wB97M-V/def2-TZVPD" molar_mass_g_mol=306.03 s_squared=2.02 spin_multiplicity=3 total_charge=0 fmax_ev_per_a=7.18 homo_lumo_gap_ev="8.31 / 7.84" relative_energy_kcal_mol=0.0
O 2.604112 -0.931582 -1.733742 0.80 -0.38 -0.03 -0.61
C -0.354788 1.983283 1.199624 0.74 0.13 0.01 -0.14
O -2.890248 0.659825 1.305660 -6.41 2.96 1.28 -0.55
C 0.971474 0.378965 -0.324950 -0.69 -0.82 -0.43 -0.02
C 0.197640 -0.787736 -0.758994 2.68 0.52 1.70 0.41
O -0.848838 -1.306796 -0.314951 1.06 -2.34 -2.91 -0.68
C 1.570069 -0.661898 -0.977948 -1.52 0.99 -1.69 0.31
C 0.517347 1.384240 0.512770 0.32 -0.31 -0.06 -0.44
H 2.390439 -1.622808 -2.377047 0.06 -0.09 0.25 0.51
Au -1.365206 -0.106767 1.154956 2.99 -0.66 1.87 1.21

Record 7
18
Properties=species:S:1:pos:R:3:forces:R:3:nbo_charge:R:1 method="wB97M-V/def2-TZVPD" molar_mass_g_mol=123.15 smiles="O=C[C@]12C[C@H](C1)[C@@H]1N[C@@H]12" total_charge=0 fmax_ev_per_a=10.72 homo_lumo_gap_ev=9.54 relative_energy_kcal_mol=144.0
C 1.921989 -0.802132 0.020659 10.61 1.44 0.52 0.44
H -1.368432 2.148373 0.353584 1.00 -1.31 1.67 0.25
H 1.194283 1.876682 -1.132526 -1.54 -0.77 1.55 0.24
O 3.158901 -0.230954 0.049839 -7.09 -3.16 -0.37 -0.55
C 0.723950 -0.155971 -0.109661 -1.54 1.31 -0.34 -0.29
H -0.496237 -1.557740 -1.504289 0.67 0.70 0.56 0.23
N -1.415741 -1.317915 0.488548 0.79 0.23 0.42 -0.59
C -0.397833 -0.955414 -0.580645 -4.91 -1.50 -0.20 -0.09
H -2.503020 0.167751 -0.580053 0.12 0.10 -0.78 0.21
H -0.162371 0.804886 -1.822656 0.96 1.38 1.87 0.20
H -2.170648 -1.752704 -0.011776 -0.16 -1.22 0.09 0.35
C -0.761191 1.180776 0.434226 -0.29 0.86 -3.53 -0.24
H 0.161172 -0.141175 2.253980 -0.80 0.34 -2.56 0.25
H 1.193161 1.032446 1.618997 -1.41 -0.17 -1.24 0.24
C 0.286777 0.427808 1.229842 2.44 1.71 4.78 -0.37
C -1.534462 -0.022680 -0.151229 0.38 0.21 0.07 -0.09
C 0.342847 1.154351 -0.807264 0.36 0.36 -2.61 -0.35
H 1.826862 -1.856389 0.250419 0.44 -0.52 0.08 0.15

Record 8
6
Properties=species:S:1:pos:R:3:forces:R:3:nbo_charge:R:1 method="wB97M-V/def2-TZVPD" molar_mass_g_mol=193.92 smiles="O=C(F)F.I" total_charge=0 fmax_ev_per_a=2.00 homo_lumo_gap_ev=10.28 relative_energy_kcal_mol=2.6
C -1.459538 -0.551202 -0.100041 -1.00 0.76 0.88 1.13
I 2.210096 0.991810 -0.087655 1.68 0.24 0.21 -0.11
H 3.881282 1.228619 0.195339 -1.70 -0.24 -0.25 0.11
F -1.834737 -1.742816 0.225397 -0.05 -0.94 0.15 -0.28
O -0.905826 -0.205626 -1.052739 1.18 0.07 -1.61 -0.54
F -1.891277 0.279213 0.819700 -0.12 0.11 0.60 -0.30